[1]
C5H7N in the gas phase, computed with ωB97M-V with the def2-TZVPD basis set.

Geometry (Å):
C1 -1.7238 0.7004 -0.2751
C2 -0.4117 0.0437 0.0339
C3 -0.0553 -0.7632 1.1074
C4 1.2585 -1.2896 0.9808
C5 1.7571 -0.5095 -0.1656
N1 0.6576 0.1975 -0.7701
H1 -1.6350 1.7918 -0.2505
H2 -2.0857 0.4202 -1.2712
H3 -2.4820 0.4055 0.4540
H4 -0.7330 -1.0058 1.9184
H5 2.2207 0.0587 0.6932
H6 2.5536 -0.8104 -0.8490
H7 0.6791 0.7607 -1.6060

Calculated values
energy relative to the best compared isomer or geometry (same formula, charge and spin): 285.7 kJ/mol
E_HOMO: -7.9 eV
lowest unoccupied orbital energy: 0.74 eV
E: -6785.5520 eV

[2]
C5H7N in the gas phase, computed with ωB97M-V with the def2-TZVPD basis set.

Geometry (Å):
C1 0.5457 0.7970 0.4946
C2 1.9927 -0.0601 -0.3821
C3 0.4395 -0.2360 -0.6387
C4 -0.4589 -0.2180 0.6080
C5 -1.9024 0.2060 0.2023
N1 1.8467 0.7376 0.7418
H1 2.2895 -1.0725 0.0374
H2 2.5908 0.3607 -1.3069
H3 -0.0098 -0.1685 -1.5650
H4 -0.4584 -1.0678 1.3912
H5 -2.1989 1.3333 0.1398
H6 -2.6200 -0.2974 1.0236
H7 -2.0565 -0.3144 -0.7460

Calculated values
energy relative to the best compared isomer or geometry (same formula, charge and spin): 574.6 kJ/mol
E_HOMO: -8.4 eV
lowest unoccupied orbital energy: 0.06 eV
E: -6782.5571 eV

[3]
A gas-phase ion, C5H7N2 (charge +1), computed with ωB97M-V with the def2-TZVPD basis set.

Geometry (Å):
N1 1.8283 -0.6805 -0.0445
C1 1.3629 0.6609 0.0535
C2 -0.1795 0.5213 -0.0378
C3 -0.7813 -1.0052 -0.0412
N2 -2.0958 -0.8400 0.0824
C4 -2.3838 0.4138 -0.1997
C5 -1.2681 1.3536 -0.0232
H1 2.6911 -0.7576 -0.6086
H2 1.6683 -1.1554 0.8549
H3 1.7168 1.3002 -0.7662
H4 1.6255 1.3040 0.8411
H5 -0.0870 -1.8005 -0.3037
H6 -2.7342 -1.6981 0.0948
H7 -1.3632 2.3834 0.0980

Calculated values
energy relative to the best compared isomer or geometry (same formula, charge and spin): 628.9 kJ/mol
E_HOMO (alpha / beta): -13.8 / -13.8 eV
lowest unoccupied orbital energy (alpha / beta): -6.56 / -6.90 eV
charge: +1
E: -8266.2591 eV

[4]
A gas-phase ion, C5H7N2 (charge +1), computed with ωB97M-V with the def2-TZVPD basis set.

Geometry (Å):
C1 -0.4058 -1.2133 0.1866
C2 -0.0969 1.1259 -0.0119
C3 -1.0158 -0.0970 0.0668
C4 1.8198 -0.1034 0.0527
C5 -2.5021 0.1969 -0.0119
N1 1.1489 1.0292 0.1870
N2 3.0705 -0.3697 -0.1256
H1 0.0001 -2.1390 0.4021
H2 -0.6808 2.0084 -0.1076
H3 -2.9025 0.4229 -1.0172
H4 -2.6892 0.7724 0.8599
H5 -2.9480 -0.7267 0.0726
H6 3.4619 -1.2585 -0.3553
H7 3.7400 0.3521 -0.1981

Calculated values
energy relative to the best compared isomer or geometry (same formula, charge and spin): 601.7 kJ/mol
E_HOMO (alpha / beta): -13.3 / -13.3 eV
lowest unoccupied orbital energy (alpha / beta): -5.76 / -5.76 eV
charge: +1
E: -8266.5406 eV

[5]
A molecular structure, C5H7N2, computed with ωB97M-V with the def2-TZVPD basis set.

Geometry (Å):
C1 2.0833 0.2145 1.6749
C2 0.2717 -0.1272 2.4058
C3 0.0265 -0.1848 0.9238
C4 -1.1933 -0.6024 0.2876
C5 1.5459 -0.0101 -0.8973
N1 1.4380 0.3993 2.7589
N2 1.0671 0.2960 0.3501
H1 -0.3021 -0.6855 3.2140
H2 -1.9212 0.2673 0.2441
H3 -1.6937 -1.2933 0.9650
H4 -1.0089 -1.0382 -0.6352
H5 2.2069 -0.8406 -0.9712
H6 0.6782 -0.2896 -1.4988
H7 2.0801 0.8836 -1.3852

Calculated values
energy relative to the best compared isomer or geometry (same formula, charge and spin): 608.6 kJ/mol
E_HOMO (alpha / beta): -15.0 / -14.8 eV
lowest unoccupied orbital energy (alpha / beta): -7.16 / -7.11 eV
charge: +1
E: -8266.4696 eV

[6]
A gas-phase ion, C5H7N2 (charge +1), computed with ωB97M-V with the def2-TZVPD basis set.

Geometry (Å):
C1 1.2588 -1.5844 0.0223
C2 0.2013 -0.7904 -0.0029
N1 -1.1439 -1.0654 -0.0192
C3 -1.8786 0.0700 0.0008
C4 -1.0743 1.1637 0.0256
N2 0.2404 0.7705 0.0053
C5 1.3077 1.4837 -0.0178
H1 2.2681 -1.2198 0.0440
H2 1.1348 -2.6536 0.0164
H3 -1.5187 -2.0004 -0.0421
H4 -2.9513 0.0462 -0.0113
H5 -1.3497 2.1984 0.0358
H6 2.2779 1.0222 -0.0593
H7 1.2276 2.5594 0.0023

Calculated values
energy relative to the best compared isomer or geometry (same formula, charge and spin): 245.6 kJ/mol
E_HOMO (alpha / beta): -12.8 / -12.8 eV
lowest unoccupied orbital energy (alpha / beta): -5.26 / -5.26 eV
charge: +1
E: -8270.2315 eV

[7]
A molecular structure, C5H7N2, computed with ωB97M-V with the def2-TZVPD basis set.

Geometry (Å):
C1 -0.6100 -0.4013 0.6230
C2 0.6860 -0.3988 0.0479
C3 1.0745 0.3496 -1.0397
C4 -0.9154 1.8719 -1.1576
C5 1.6422 -1.3324 0.6802
N1 -1.7588 0.2146 0.2049
N2 -1.8932 1.3966 -0.5442
H1 -0.8238 -1.0201 1.3906
H2 -1.0223 2.8223 -1.6231
H3 0.1984 1.3152 -1.5013
H4 1.5026 -2.3522 0.2967
H5 2.6228 -1.1280 0.1152
H6 1.8292 -1.1864 1.7765
H7 -2.5322 -0.1509 0.7311

Calculated values
energy relative to the best compared isomer or geometry (same formula, charge and spin): 777.3 kJ/mol
E_HOMO (alpha / beta): -15.0 / -15.0 eV
lowest unoccupied orbital energy (alpha / beta): -6.33 / -6.33 eV
charge: +1
E: -8264.7208 eV

[8]
A gas-phase ion, C5H7N2O (charge -1), computed with ωB97M-V with the def2-TZVPD basis set.

Geometry (Å):
C1 -0.0896 0.6993 -0.1722
C2 0.1872 -0.6292 -0.0904
C3 -2.2258 0.2872 0.0181
C4 0.7363 1.8272 0.3431
C5 1.5997 -1.2436 -0.2326
N1 -0.7187 -1.6037 -0.1190
N2 -1.9934 -1.0222 0.0260
O1 -3.2160 1.0158 -0.0563
H1 -2.7517 -1.6118 0.0408
H2 1.6999 1.3480 0.2805
H3 0.3699 2.0488 1.2723
H4 0.6221 2.8111 -0.3326
H5 2.0064 -0.7592 -1.0991
H6 1.5723 -2.3653 -0.4838
H7 2.2015 -0.8025 0.6051

Calculated values
energy relative to the best compared isomer or geometry (same formula, charge and spin): 134.8 kJ/mol
E_HOMO: -2.0 eV
lowest unoccupied orbital energy: 4.25 eV
charge: -1
E: -10323.0438 eV

[9]
A gas-phase ion, C5H7N2O3S (charge -1), computed with ωB97M-V with the def2-TZVPD basis set.

Geometry (Å):
C1 -1.9107 0.5689 -0.3734
C2 -1.1241 1.6209 -0.0812
C3 -1.4105 -0.8037 -0.1984
C4 0.0522 1.5862 0.6274
C5 -0.1633 -1.1323 -0.5409
N1 1.1032 2.3027 0.4382
N2 2.1781 2.3129 1.2188
O1 1.8182 -2.8209 -0.4642
O2 -0.2808 -3.4807 0.5120
O3 -0.0573 -3.2633 -1.9551
S1 0.3743 -2.8511 -0.5816
H1 -2.8984 0.8969 -0.8640
H2 -1.5312 2.5401 -0.3840
H3 -2.0545 -1.7326 0.1228
H4 0.0594 0.5979 1.0723
H5 0.5601 -0.3389 -0.8329
H6 2.3333 1.4890 1.7264
H7 2.9520 2.5081 0.5579

Calculated values
2S+1: 3
E_HOMO (alpha / beta): -2.6 / -5.0 eV
lowest unoccupied orbital energy (alpha / beta): 3.50 / 0.84 eV
charge: -1
E: -25252.2743 eV
<S²>: 2.018

[10]
A molecular structure, C5H7N2P, computed with ωB97M-V with the def2-TZVPD basis set.

Geometry (Å):
C1 -3.1123 -0.5377 -0.8246
C2 -2.0322 -0.2782 -1.6017
C3 -1.5893 0.0129 0.5439
C4 2.3052 0.3597 0.7897
C5 0.6430 0.8905 -1.3212
N1 -2.8120 -0.3347 0.4897
N2 -1.0723 0.2016 -0.7037
P1 1.8597 -0.3246 -0.6277
H1 -4.1988 -0.8598 -1.1958
H2 -1.7568 -0.5041 -2.6261
H3 -1.1452 0.5797 1.3713
H4 3.2716 0.0777 1.1367
H5 1.8830 1.2189 1.2337
H6 0.3828 1.1237 -2.3722
H7 0.7168 1.8912 -0.8292

Calculated values
energy relative to the best compared isomer or geometry (same formula, charge and spin): 218.0 kJ/mol
2S+1: 3
E_HOMO (alpha / beta): -7.2 / -8.7 eV
lowest unoccupied orbital energy (alpha / beta): 0.62 / -3.26 eV
E: -17560.7418 eV
<S²>: 2.014

[11]
C5H7N3 in the gas phase, computed with ωB97M-V with the def2-TZVPD basis set.

Geometry (Å):
N1 3.4842 -0.0660 1.1469
C1 2.3800 -0.0754 0.6683
C2 1.0597 0.0991 -0.0740
N2 0.3417 -1.2566 0.0480
C3 -1.2009 -0.9351 0.0307
C4 -1.0609 0.3727 -0.6084
N3 -1.1404 1.9108 -0.3984
C5 -0.1925 1.0403 0.2352
H1 1.2980 0.1424 -0.9965
H2 0.4526 -1.5929 1.2194
H3 -1.6838 -1.0142 1.0797
H4 -1.5812 -1.6967 -0.6466
H5 -0.7365 -0.0280 -1.5594
H6 -0.9915 1.8894 -1.5005
H7 -0.4284 1.2102 1.3556

Calculated values
energy relative to the best compared isomer or geometry (same formula, charge and spin): 775.0 kJ/mol
E_HOMO: -9.9 eV
lowest unoccupied orbital energy: 0.61 eV
E: -9761.3557 eV

[12]
C5H7N3 in the gas phase, computed with ωB97M-V with the def2-TZVPD basis set.

Geometry (Å):
C1 0.2390 2.2139 -0.2960
C2 -0.6903 1.1332 -0.6083
C3 -0.0695 0.1466 -1.7327
C4 -0.0001 -0.8051 -0.5873
C5 0.5260 -1.8699 0.2168
N1 0.4576 -1.3914 1.5313
N2 -0.1962 -0.2649 1.5788
N3 -0.4297 0.0655 0.3190
H1 0.1007 2.6994 0.6302
H2 1.0673 1.6597 -0.1138
H3 0.5161 3.0339 -0.9029
H4 -1.7686 1.2807 -0.8735
H5 -0.5682 -0.2058 -2.7070
H6 0.9123 0.5745 -1.9745
H7 0.8867 -2.8184 -0.0174

Calculated values
energy relative to the best compared isomer or geometry (same formula, charge and spin): 398.3 kJ/mol
E_HOMO: -9.3 eV
lowest unoccupied orbital energy: 0.83 eV
E: -9765.2599 eV